Run 1
Entry from the Open Molecules 2025 dataset: a molecular structure, C20H27N3O4 (ωB97M-V with the def2-TZVPD basis set).

Geometry as ORCA input:
```
! RIJCOSX wB97M-V def2-TZVPD def2/J DEFGRID3
* xyz 0 1
H -3.33 0.40 -3.10
H -4.65 1.41 0.96
C 5.70 0.37 2.01
H -6.22 2.43 -1.46
O -5.04 3.56 -0.51
H -6.11 0.37 0.45
H 4.85 -0.68 -1.29
C -1.66 1.85 -3.26
H -0.66 -1.74 1.49
C -0.10 -1.86 -0.71
H -0.95 -1.00 -2.93
C 5.79 0.18 0.47
C 2.12 -2.26 1.23
H -0.81 2.50 1.49
N 2.78 -1.61 2.38
C 3.86 -1.14 0.51
C -2.00 1.39 -0.20
H -2.34 2.42 -3.69
H -1.02 2.33 -2.68
H 4.70 -0.33 3.73
C -5.83 2.38 -0.46
C 4.80 -0.33 2.78
H 1.42 1.04 -0.19
C -2.41 0.68 -2.41
H -3.37 2.20 -1.53
O -1.58 -0.26 0.43
C -1.59 -0.51 -2.29
H -4.00 -0.54 -0.28
H 6.40 0.86 2.72
H -4.66 3.50 0.36
H -6.65 2.58 0.17
C 4.97 -0.41 -0.30
C -5.20 1.13 0.05
H 0.56 -3.34 2.32
N 2.91 -1.78 0.13
H 1.11 -4.07 0.59
H 1.71 1.83 1.56
H 0.45 0.45 1.15
C -0.24 2.43 0.59
C -1.17 -0.85 -0.82
H 0.32 3.29 0.25
O 0.57 -2.52 -1.34
O -1.05 2.11 -0.44
C 3.76 -1.19 1.85
C -3.03 1.28 -1.15
C 0.93 1.34 0.90
H -1.40 1.41 -4.25
H -2.44 1.40 0.94
C -4.27 0.50 -0.63
H -4.93 0.39 -1.66
C 0.97 -3.19 0.92
H 6.62 0.84 -0.13
H 2.59 -2.07 -0.79
N -0.17 -2.33 0.70
*
```

Properties
HOMO energy = -7.24 eV
E_LUMO = 0.237 eV

These are the natural (NBO) partial charges, in e, on atoms 1 to 2: atom 1 (H): 0.22, atom 2 (H): 0.18


Run 2
Entry from the Open Molecules 2025 dataset: C20H27N3O4 in the gas phase (ωB97M-V with the def2-TZVPD basis set).

Geometry as ORCA input:
```
! RIJCOSX wB97M-V def2-TZVPD def2/J DEFGRID3
* xyz 0 1
H 4.23 1.61 -2.90
H -5.22 -2.08 4.80
C 1.91 -1.46 0.41
N 1.69 -0.31 -1.76
N -0.29 -0.83 1.15
H -1.26 -5.04 1.50
C 0.48 3.31 0.01
H -1.89 -4.90 3.16
H 1.81 -2.44 0.88
H 2.91 2.09 -1.82
H -3.89 -3.73 3.65
H 3.70 -0.16 -1.26
H -0.02 3.68 -0.88
H 2.59 1.01 -4.66
H 1.68 3.27 -5.15
H 2.03 3.77 -3.49
C 0.85 1.26 -3.43
H 2.17 -2.36 -1.54
C -1.30 -0.22 1.87
H 2.94 -1.13 0.52
C -2.01 -4.56 2.12
H -2.94 2.12 3.31
C 2.34 3.11 -4.29
H -0.51 -1.79 0.89
H 0.50 -1.89 -1.16
H 0.51 1.92 -2.63
O -1.77 -3.18 2.00
C 1.03 -0.46 1.15
C -4.16 -0.39 4.08
O -0.22 2.18 0.51
C -4.41 -1.74 4.19
H -0.20 -0.42 -2.60
C -0.95 2.36 1.61
C -1.54 1.12 2.11
H 0.51 4.10 0.77
H -4.77 0.34 4.59
C 3.19 1.41 -2.63
C -2.58 -2.32 2.71
O 1.45 0.52 1.70
H 3.35 3.37 -4.58
O -1.17 3.43 2.13
C -2.30 -0.95 2.59
C 0.81 -0.17 -2.91
C 1.55 -1.57 -1.08
H 1.49 2.98 -0.23
C -3.09 0.00 3.27
C -3.63 -2.69 3.52
H -3.01 -4.83 1.76
C 2.27 1.65 -3.83
H 1.10 -0.87 -3.72
N -2.61 1.23 2.97
C 3.06 -0.02 -2.13
H 3.41 -0.72 -2.92
H 0.17 1.36 -4.28
*
```

Properties
Structure (SMILES) = COC(=O)c1[nH]c2cccc(OC)c2c1NC(=O)CCN1CCC(C)CC1
HOMO energy = -7.64 eV
E_LUMO = 0.604 eV

These are the natural (NBO) partial charges, in e, on atoms 1 to 2: atom 1 (H): 0.21, atom 2 (H): 0.21


The energy of each structure relative to the most stable one, in hartree, is as follows: run 1 0.6215; run 2 0.0000.


Run 1
Entry from the Open Molecules 2025 dataset: a molecular structure, C37H50EuN4O7Si (ωB97M-V with the def2-TZVPD basis set).

Geometry as ORCA input:
```
! RIJCOSX wB97M-V def2-TZVPD def2/J DEFGRID3
* xyz 2 8
H 1.09 -2.72 -0.11
Si 1.24 1.86 -0.90
C 1.70 2.27 -4.66
H 2.82 4.96 1.82
O 0.55 -6.84 -3.79
N -2.43 -2.29 -0.32
H 0.20 -0.16 -4.54
C -6.80 -0.93 0.99
O 1.61 -4.99 -4.38
H -7.86 -1.05 0.92
C -0.67 1.52 3.67
H 0.89 -2.95 -3.47
C 3.23 -0.92 -1.11
O 2.69 1.31 -0.42
C -0.32 3.16 -3.59
C 2.70 4.06 1.21
O 1.08 1.61 -2.43
H 1.04 -4.46 0.35
H -4.39 0.70 2.73
H 0.05 -7.12 -3.05
C 1.21 -3.42 0.71
C -2.41 0.75 4.87
H 0.26 3.93 -3.10
H 3.69 3.57 0.93
C 0.11 -3.30 -2.77
C -5.91 -1.72 0.33
C -4.57 -1.58 0.51
H 2.57 1.67 -4.41
Eu -1.29 -0.79 1.58
C -1.73 -3.10 -1.25
C 0.51 -3.11 1.99
H 5.26 0.29 -2.18
H 2.31 -3.49 0.89
H -1.11 0.55 -3.50
H 4.06 -1.67 -1.23
H 1.48 2.06 -5.69
C 1.97 4.37 -0.08
H 2.59 -1.29 -0.29
C 0.93 -2.09 2.87
N -1.72 0.70 3.73
H 2.11 3.34 1.82
H 2.01 3.33 -4.56
C -1.05 2.48 5.82
C -1.21 -5.24 -2.19
H -3.25 0.07 4.92
H -0.50 -1.48 -1.95
C -3.71 -2.40 -0.30
C -0.32 0.76 -4.24
H -1.46 -6.31 -2.32
C 1.10 5.63 0.17
O 1.02 3.35 -0.34
H 2.28 4.69 -2.18
C 0.76 -5.50 -3.71
H -1.13 -4.59 1.65
C 3.76 0.43 -0.73
H 3.53 3.64 -1.53
H -0.14 1.54 2.74
N -1.39 1.75 -0.48
C -6.32 -0.02 1.93
H 1.88 -1.56 2.72
H 2.56 -0.94 -2.01
H -6.90 0.60 2.63
H 5.03 1.84 -1.60
H -4.11 -3.10 -1.07
C -0.68 -2.51 -1.99
H -1.24 3.02 -3.07
H -2.84 1.72 6.79
C -2.03 -4.46 -1.35
H 5.50 -0.10 0.40
C -0.27 2.39 4.68
C -0.17 -4.67 -2.91
O -2.28 1.24 0.07
H -0.93 1.15 -5.08
H 4.10 0.07 1.40
C 0.52 1.93 -3.76
H 1.64 6.57 0.18
H 0.54 -0.84 4.51
C -0.70 -3.79 2.31
H -2.31 -3.91 3.78
C 4.59 0.49 0.51
H -0.86 3.23 6.52
C 2.85 4.53 -1.28
C -1.44 -3.38 3.45
C -2.16 1.61 5.93
C 0.21 -1.71 3.96
H 3.48 5.40 -1.12
C 4.48 0.96 -1.88
O -0.26 1.00 -0.19
H -6.28 -2.45 -0.39
H -2.82 -4.84 -0.73
H 0.54 5.53 1.09
C -0.99 -2.34 4.23
C -4.89 0.09 1.99
H -0.59 3.59 -4.55
H 4.85 1.52 0.75
H 0.53 3.08 4.50
H 3.87 1.16 -2.75
N -4.03 -0.73 1.42
H 0.35 5.78 -0.57
H -1.52 -2.00 5.11
*
```

Properties
HOMO energy (alpha / beta) = -13.81 / -14.18 eV
E_LUMO (alpha / beta) = -6.034 / -6.031 eV

These are the Löwdin partial charges, in e, on atoms 1 to 2: atom 1 (H): 0.04, atom 2 (Si): 0.20


Run 2
Entry from the Open Molecules 2025 dataset: a molecular structure, C37H50EuN4O7Si (ωB97M-V with the def2-TZVPD basis set).

Geometry as ORCA input:
```
! RIJCOSX wB97M-V def2-TZVPD def2/J DEFGRID3
* xyz 2 8
O 0.32 2.59 0.93
C -4.31 -0.02 -1.92
C 4.50 2.57 -1.31
C 0.07 -3.86 2.07
C -0.54 -3.84 4.53
H -0.44 -2.94 5.11
H 0.85 2.77 5.61
H 1.94 3.93 -3.89
O -3.68 -0.44 -6.09
C -1.00 2.92 -2.36
C -2.00 -1.08 -3.12
O 3.02 0.78 -0.60
H -2.49 -0.48 4.76
H 2.24 -2.81 -0.78
H 0.39 -4.35 4.60
H 0.58 -2.79 -3.02
C -3.18 0.19 4.21
H -1.09 -1.48 -3.56
C -2.01 -0.77 -1.75
C 5.10 0.96 0.53
H -4.28 0.59 5.95
C -2.51 -3.46 1.29
H 2.95 2.29 1.73
O 1.30 1.99 -2.33
C -0.91 -3.74 3.06
H 1.05 -1.79 -4.35
H 4.13 -1.36 -4.01
C -1.55 -3.61 0.30
H -4.80 1.51 0.32
C -3.17 -1.15 -5.27
C -4.35 -0.35 -3.25
H 4.17 -0.47 -2.48
H -3.04 -3.43 3.42
H 1.98 -3.30 -4.03
O 1.43 -0.74 -1.87
H 3.47 -3.40 -1.98
H -5.73 2.34 4.85
H -1.31 1.93 -2.09
H -1.92 -3.74 -0.68
H 1.09 -4.05 2.38
H 2.64 3.32 0.33
N 0.36 0.11 3.67
C 1.23 -0.70 4.25
C 0.35 2.75 -3.10
C -4.85 1.83 2.90
Eu -1.18 -0.84 1.65
H 3.06 0.02 -3.80
C 3.41 2.75 0.84
C 2.01 0.98 5.79
H 4.23 3.39 1.20
H -3.54 -3.39 1.00
H -0.45 2.59 -5.14
H 1.15 1.97 -4.94
H 2.77 -1.10 5.64
C -0.27 -3.82 0.69
H -0.54 1.89 3.72
C 0.18 2.06 -4.44
O 0.45 0.75 -0.05
H 3.74 -2.04 -0.85
H 1.25 -1.71 3.90
C 1.01 4.06 -3.34
N -3.08 0.24 2.90
H -2.27 -2.72 -4.91
C 1.46 -2.44 -3.58
H 5.02 1.92 -2.04
H -5.23 -0.18 -3.89
C -4.14 0.85 4.92
H 0.50 -4.07 -0.05
H -5.19 0.32 -1.38
C 3.03 -2.53 -1.49
O -2.36 -2.14 -5.69
C -2.23 -3.55 2.63
H 5.26 3.29 -0.96
N -0.07 1.50 0.86
C -3.18 -0.92 -3.81
H 4.70 0.48 1.43
H -5.48 2.53 2.34
N -3.11 0.13 0.22
H 0.35 4.73 -3.93
H 2.67 1.27 6.60
H -0.19 1.08 -4.42
C -3.91 1.08 2.23
H -0.71 3.49 -1.47
C 3.98 1.74 -0.13
C 2.11 -0.33 5.28
C 2.38 -1.62 -2.59
C -3.14 -0.23 -1.16
H 5.91 1.63 0.83
C 3.53 -0.81 -3.28
H 5.40 0.23 -0.20
H -1.03 -0.93 -1.20
C 0.24 1.30 4.17
H 1.28 4.54 -2.42
C -4.95 1.78 4.28
H -1.28 -4.43 5.04
Si 1.59 0.79 -1.35
C -3.97 0.93 0.76
H -1.81 3.46 -2.83
H 3.63 3.02 -1.78
C 1.02 1.79 5.21
*
```

Properties
HOMO energy (alpha / beta) = -13.81 / -14.14 eV
E_LUMO (alpha / beta) = -6.432 / -6.421 eV

These are the Löwdin partial charges, in e, on atoms 1 to 2: atom 1 (O): 0.08, atom 2 (C): 0.00


The energy of each structure relative to the most stable one, in hartree, is as follows: run 1 0.0077; run 2 0.0000.


Run 1
Entry from the Open Molecules 2025 dataset: 2 unconnected molecules or ions with the total composition C11H18 (ωB97M-V with the def2-TZVPD basis set).

Geometry as ORCA input:
```
! RIJCOSX wB97M-V def2-TZVPD def2/J DEFGRID3
* xyz 1 2
H 0.91 -0.94 2.45
C 0.98 -0.03 -2.68
H 1.79 0.97 0.42
H -0.13 3.90 1.37
H -0.73 1.61 1.64
H 0.57 -2.28 0.79
H -1.69 -1.72 2.40
H -2.03 -3.34 1.66
C -0.38 3.37 0.46
C -1.44 -2.44 1.61
H -1.66 -1.94 0.66
H 2.82 -0.04 -1.59
C 1.14 0.71 -0.41
H 0.53 3.38 -0.13
H -1.12 -0.11 -3.34
H -1.10 3.92 -0.14
C -0.29 0.99 -0.35
H 1.90 -2.33 2.67
C -1.04 0.44 -1.36
C -0.42 0.06 -2.54
H 0.17 -3.79 1.67
H 0.30 -2.07 3.72
H 1.45 -0.23 -3.64
C 1.75 0.16 -1.54
H -2.11 0.62 -1.30
C 0.89 -1.97 2.81
C 0.06 -2.71 1.68
C -0.97 1.93 0.64
H -2.02 1.77 0.40
*
```

Properties
HOMO energy (alpha / beta) = -13.71 / -13.71 eV
E_LUMO (alpha / beta) = -4.300 / -8.212 eV

These are the natural (NBO) partial charges, in e, on atoms 1 to 2: atom 1 (H): 0.17, atom 2 (C): -0.01


Run 2
Entry from the Open Molecules 2025 dataset: 2 unconnected molecules or ions with the total composition C11H18 (ωB97M-V with the def2-TZVPD basis set).

Geometry as ORCA input:
```
! RIJCOSX wB97M-V def2-TZVPD def2/J DEFGRID3
* xyz 1 2
H 0.37 -1.45 -1.45
C -1.33 1.34 0.76
H -1.63 2.18 0.12
H -0.47 -0.84 3.51
H -0.29 2.95 1.90
C -1.29 -0.87 1.56
C 0.77 0.69 -1.87
H 1.33 1.62 -1.62
H -1.44 -1.96 1.48
C 1.17 -0.64 -1.36
H -2.94 -1.27 -0.60
H 2.13 0.44 0.30
H -3.84 -0.06 0.19
C -0.45 1.85 1.79
H 0.23 1.42 3.75
H 0.56 0.71 -2.87
H 2.84 -0.34 -2.64
C 2.28 -1.17 -2.30
H 0.92 -0.97 0.85
H -0.21 1.06 -1.40
C -2.83 -0.25 -0.30
C -1.83 0.07 0.71
C 1.69 -0.56 0.17
C -0.53 -0.38 2.58
H -2.63 0.44 -1.18
H 3.02 -1.95 -1.93
C -0.15 0.94 2.76
H 2.49 -1.26 0.27
H 2.08 -1.75 -3.18
*
```

Properties
HOMO energy (alpha / beta) = -13.80 / -13.81 eV
E_LUMO (alpha / beta) = -4.199 / -8.256 eV

These are the natural (NBO) partial charges, in e, on atoms 1 to 2: atom 1 (H): 0.20, atom 2 (C): 0.05


The energy of each structure relative to the most stable one, in hartree, is as follows: run 1 0.0000; run 2 0.0468.


Run 1
Entry from the Open Molecules 2025 dataset: 2 unconnected molecules or ions with the total composition C4H4N2OS (ωB97M-V with the def2-TZVPD basis set).

Geometry as ORCA input:
```
! RIJCOSX wB97M-V def2-TZVPD def2/J DEFGRID3
* xyz 0 1
C -2.23 0.40 0.53
O 3.83 1.01 0.94
C 3.88 -0.13 0.78
H -2.92 0.70 1.35
S 3.92 -1.62 0.52
H 0.48 -0.37 -0.91
H -1.64 -0.49 -2.45
H -0.04 0.51 1.39
C -1.48 -0.24 -1.39
N -2.61 -0.02 -0.76
C -0.84 0.31 0.61
N -0.38 -0.09 -0.61
*
```

Properties
Structure (SMILES) = c1c[nH]cn1.O=C=S
HOMO energy = -8.86 eV
E_LUMO = 0.322 eV

These are the natural (NBO) partial charges, in e, on atoms 1 to 2: atom 1 (C): -0.11, atom 2 (O): -0.45


Run 2
Entry from the Open Molecules 2025 dataset: C4H4N2OS in the gas phase (ωB97M-V with the def2-TZVPD basis set).

Geometry as ORCA input:
```
! RIJCOSX wB97M-V def2-TZVPD def2/J DEFGRID3
* xyz 0 1
O 1.11 0.39 0.48
S -0.92 0.45 -1.27
C -0.90 1.45 1.36
C 0.65 -1.99 -0.40
H 1.84 -1.61 -2.12
C -0.05 0.76 0.32
H -0.27 2.09 1.99
C 0.98 -1.20 -1.56
N 0.28 -0.37 -2.15
N 0.33 -2.75 0.45
H -1.68 2.06 0.89
H -1.38 0.72 2.00
*
```

Properties
Structure (SMILES) = CC(=O)S/N=C\C#N
HOMO energy = -9.61 eV
E_LUMO = -0.317 eV

These are the natural (NBO) partial charges, in e, on atoms 1 to 2: atom 1 (O): -0.54, atom 2 (S): 0.37


The energy of each structure relative to the most stable one, in hartree, is as follows: run 1 0.0000; run 2 0.0580.


Run 1
Entry from the Open Molecules 2025 dataset: C4H4N2OS in the gas phase (ωB97M-V with the def2-TZVPD basis set).

Geometry as ORCA input:
```
! RIJCOSX wB97M-V def2-TZVPD def2/J DEFGRID3
* xyz 0 1
H -1.61 1.72 0.97
C -1.34 0.93 0.05
H 1.09 -1.56 0.10
H 0.27 1.67 1.63
H -0.51 -1.77 -0.72
C 0.90 -0.87 -1.57
N 1.75 -0.95 -2.45
C 0.16 -0.99 -0.41
N -0.18 0.18 0.33
O 1.43 0.13 1.81
C 0.48 0.66 1.35
S -2.43 0.84 -1.10
*
```

Properties
Structure (SMILES) = N#CCN(C=O)C=S
HOMO energy = -9.62 eV
E_LUMO = -0.537 eV

These are the natural (NBO) partial charges, in e, on atoms 1 to 2: atom 1 (H): 0.21, atom 2 (C): -0.14


Run 2
Entry from the Open Molecules 2025 dataset: C4H4N2OS in the gas phase (ωB97M-V with the def2-TZVPD basis set).

Geometry as ORCA input:
```
! RIJCOSX wB97M-V def2-TZVPD def2/J DEFGRID3
* xyz 0 1
H 1.06 -0.70 -1.61
C 0.68 -0.27 -0.67
S -2.69 -0.49 1.35
H 0.77 -0.66 1.55
C 0.66 -1.12 0.56
C 0.73 1.21 -0.57
H 1.67 1.76 -0.75
N -0.28 1.94 -0.35
O -1.51 1.29 -0.12
N -0.56 -0.85 -0.19
C -1.53 0.00 0.33
H 1.01 -2.11 0.49
*
```

Properties
Structure (SMILES) = S=C1ON=C[C@H]2CN12
HOMO energy = -8.96 eV
E_LUMO = -0.059 eV

These are the natural (NBO) partial charges, in e, on atoms 1 to 2: atom 1 (H): 0.23, atom 2 (C): -0.15


The energy of each structure relative to the most stable one, in hartree, is as follows: run 1 0.0000; run 2 0.0215.


Run 1
Entry from the Open Molecules 2025 dataset: 2 unconnected molecules or ions with the total composition C2H4F3NO2S (ωB97M-V with the def2-TZVPD basis set).

Geometry as ORCA input:
```
! RIJCOSX wB97M-V def2-TZVPD def2/J DEFGRID3
* xyz 0 1
O 0.57 -0.05 -0.01
F -0.51 1.71 0.80
H -2.63 0.86 -0.11
F -2.32 -1.03 -0.45
N 3.66 -0.17 0.62
H -1.55 0.45 -1.50
C -0.57 0.33 0.47
H 1.40 0.09 0.59
O 5.94 0.29 -0.29
F -1.00 -0.17 1.69
S 4.59 -0.15 -0.56
H 4.14 0.00 1.52
C -1.81 0.21 -0.50
*
```

Properties
HOMO energy = -11.89 eV
E_LUMO = -1.159 eV

These are the natural (NBO) partial charges, in e, on atoms 1 to 2: atom 1 (O): -0.70, atom 2 (F): -0.38


Run 2
Entry from the Open Molecules 2025 dataset: C2H4F3NO2S in the gas phase (ωB97M-V with the def2-TZVPD basis set).

Geometry as ORCA input:
```
! RIJCOSX wB97M-V def2-TZVPD def2/J DEFGRID3
* xyz 0 1
F 1.56 2.05 0.56
C 1.90 0.85 0.16
C -2.08 0.00 -0.51
F 2.92 0.31 0.81
S 0.32 -0.22 0.53
N 0.16 -1.64 -0.49
H 0.42 -2.47 0.01
F 2.32 0.97 -1.09
H -1.62 -0.91 -0.82
H -2.45 0.62 -1.32
H -2.97 -0.01 0.19
O 0.37 -0.18 1.98
O -0.86 0.63 0.01
*
```

Properties
Structure (SMILES) = CO[S@](=N)(=O)C(F)(F)F
HOMO energy = -9.79 eV
E_LUMO = 0.687 eV

These are the natural (NBO) partial charges, in e, on atoms 1 to 2: atom 1 (F): -0.30, atom 2 (C): 0.81


The energy of each structure relative to the most stable one, in hartree, is as follows: run 1 0.0000; run 2 0.0987.